Entry 1:
This record from the OMol25 dataset describes H14O7Pd as an isolated structure. The level of theory is ωB97M-V/def2-TZVPD.

Geometry (Å):
Pd -0.0529 0.1211 0.0093
O 1.4226 0.1414 -1.6042
H 2.1777 0.7519 -1.6197
H 1.5496 -0.4439 -2.3680
O 0.9725 -2.0454 0.1764
H 0.9985 -2.8291 0.7481
H 1.6849 -2.1816 -0.4636
O -0.9928 1.5812 -1.3351
H -0.4527 2.3157 -1.6672
H -1.7996 1.5836 -1.8728
O 0.6003 -0.1782 2.4443
H 1.5536 -0.3542 2.4306
H 0.2741 -0.6910 3.2001
O -1.2774 -1.3895 -1.4311
H -2.2139 -1.1923 -1.5780
H -1.0871 -2.1471 -2.0036
O -1.9362 -0.0082 1.1662
H -2.7127 0.5686 1.0883
H -2.0874 -0.5396 1.9615
O 0.9242 2.1148 0.6290
H 0.5704 2.7057 1.3161
H 1.8842 2.1161 0.7734

The expectation value of S² is 2.00. Its net charge is +2. The LUMO energy (alpha / beta) is -6.851 / -9.320 eV. As for the spin multiplicity: 3. Its relative energy (zero: lowest compared OMol25 entry of this formula, charge and spin) is 8.89 kcal/mol.

Entry 2:
This record from the OMol25 dataset describes C5H5CrFO4 as an isolated structure. The level of theory is ωB97M-V/def2-TZVPD.

Geometry (Å):
C -0.9466 0.9005 0.5941
C -2.0739 0.0484 -0.0095
O -3.2368 0.8568 0.1542
C -2.8909 2.1040 0.4816
O -1.5704 2.2000 0.6680
O -3.6603 3.0171 0.5741
O 0.1910 0.9408 -0.0150
F -0.7853 0.5323 1.9362
H -2.1940 -0.9102 0.5148
Cr 1.6501 0.0578 -0.4658
H -1.8960 -0.1254 -1.0767
C 3.6283 -2.0303 -0.2267
C 3.1742 -1.3346 -1.2541
H 4.0531 -1.5781 0.6773
H 3.5747 -3.1302 -0.2405
H 2.9828 -1.5489 -2.3120

The expectation value of S² is 8.77. Its net charge is +1. The LUMO energy (alpha / beta) is -6.895 / -8.002 eV. As for the spin multiplicity: 6. Its relative energy (zero: lowest compared OMol25 entry of this formula, charge and spin) is 22.55 kcal/mol.

Entry 3:
This record from the OMol25 dataset describes C36H32AlBr2N4O3 as an isolated structure. The level of theory is ωB97M-V/def2-TZVPD.

Geometry (Å):
Al -8.2448 17.0042 -0.7109
Br -12.5527 19.0438 0.0421
C -10.8471 19.7386 0.4896
C -10.5801 20.9952 1.0315
C -9.3120 21.4748 1.3231
Br -9.0292 23.1596 2.2290
C -8.1859 20.6738 1.0671
C -6.8242 20.9585 1.3616
C -5.8499 20.0355 0.9742
C -6.2048 18.8156 0.3905
N -7.4776 18.5460 0.1556
C -8.4541 19.3853 0.5637
C -9.7940 18.8582 0.3629
O -9.8525 17.6352 -0.0238
H -11.4063 21.6342 1.2283
H -6.5267 21.8958 1.7643
H -4.8159 20.2241 1.2141
H -5.4486 18.0829 0.0831
O -6.7806 18.8265 -2.9292
C -7.8550 18.3903 -3.2775
N -8.4658 18.5862 -4.4728
C -9.8981 18.1548 -4.4450
C -9.7724 17.1872 -3.2407
O -10.6369 16.3989 -2.9822
N -8.5967 17.4682 -2.5266
C -10.9100 19.2360 -3.9899
C -10.5073 20.2180 -3.0919
C -11.3510 21.2341 -2.6053
C -12.6571 21.2107 -3.0710
C -13.1160 20.2261 -3.8927
C -12.2682 19.2530 -4.3393
C -10.1547 17.4420 -5.7559
C -10.8267 18.0884 -6.7456
C -10.9826 17.4123 -7.9795
C -10.3997 16.1731 -8.1837
C -9.7150 15.5546 -7.1663
C -9.6501 16.1427 -5.8873
H -8.1585 19.4142 -4.9804
H -9.4517 20.2854 -2.7474
H -11.0099 21.8903 -1.8574
H -13.3950 22.0152 -2.7253
H -14.1402 20.1389 -4.1946
H -12.7152 18.4789 -4.9756
H -11.3135 19.0280 -6.5187
H -11.5142 17.8836 -8.8113
H -10.4563 15.8119 -9.2146
H -9.2598 14.5692 -7.3010
H -9.2502 15.5790 -5.0529
C -5.3121 15.9210 -2.4534
C -4.9915 14.6829 -1.6582
C -5.7377 13.4357 -2.1807
C -5.1943 14.7726 -0.1556
C -4.0928 14.4448 0.6186
C -4.0726 14.5238 2.0179
C -5.2639 14.7829 2.6890
C -6.4466 15.0221 1.9733
C -7.7113 15.1281 2.8280
C -8.2916 16.5710 2.9346
C -8.7886 14.1787 2.3198
C -6.4177 15.1220 0.5004
N -7.4623 15.5648 -0.2350
H -5.2022 15.7609 -3.5231
H -4.6278 16.7366 -2.1887
H -6.3383 16.2131 -2.2839
H -3.8854 14.4570 -1.7217
H -6.8541 13.5790 -2.0640
H -5.4545 12.5154 -1.6139
H -5.4640 13.3803 -3.2233
H -3.1725 14.2003 0.1040
H -3.2016 14.3085 2.5715
H -5.2866 14.8042 3.7440
H -7.3540 14.8169 3.8773
H -8.9483 16.8293 2.1022
H -7.5530 17.3617 3.1218
H -8.9919 16.6163 3.7842
H -9.1463 14.5672 1.4085
H -9.6712 14.0726 2.9440
H -8.2916 13.1975 2.2079

Its net charge is -1. The LUMO energy is 1.634 eV. Its relative energy (zero: lowest compared OMol25 entry of this formula, charge and spin) is 27.38 kcal/mol.

Entry 4:
This record from the OMol25 dataset describes C14H38FeN9O6 as an isolated structure. The level of theory is ωB97M-V/def2-TZVPD.

Geometry (Å):
Fe 0.8615 1.3424 0.3909
C -1.8155 -3.0145 0.2917
C -0.7588 -2.8559 -0.8230
C -1.2480 -3.7220 -2.0553
C -2.5501 -3.2801 -2.7608
C -2.3428 -1.8535 -3.2158
C -1.8745 -0.8526 -2.0766
N -0.6686 -1.4463 -1.3193
O -0.0109 -0.5554 -0.4031
C -3.1068 -0.5224 -1.1957
C -1.5175 0.4628 -2.7554
C 0.6321 -3.4319 -0.4378
H -2.7828 -3.4475 0.0367
H -2.0716 -2.0970 0.8217
H -1.4634 -3.6622 1.0946
H -1.2791 -4.7565 -1.7134
H -0.4432 -3.6823 -2.7893
H -3.3759 -3.3004 -2.0496
H -2.7750 -3.9382 -3.6000
H -3.3460 -1.5951 -3.5548
H -1.5100 -1.8728 -3.9188
H -2.8803 0.0069 -0.2701
H -3.7057 -1.3715 -0.8665
H -3.7832 0.1414 -1.7341
H -0.5341 0.4464 -3.2252
H -1.4010 1.2984 -2.0653
H -2.2566 0.8326 -3.4660
H 0.5761 -4.4343 -0.0135
H 1.1895 -2.9114 0.3409
H 1.3380 -3.3448 -1.2638
C 1.7358 3.2131 -1.8125
O 0.6364 2.5175 -1.3454
H 2.6173 2.5721 -1.8289
H 1.5987 3.4729 -2.8622
H 1.8529 4.0962 -1.1845
H -0.1244 2.8987 -1.7897
C 0.2905 -0.3307 3.1768
O 0.7484 0.4897 2.3955
N -0.2705 -1.4018 2.7617
N 0.2841 -0.0976 4.4444
H -0.6892 -2.0843 3.3773
H -0.4851 -1.3447 1.7764
H -0.3296 -0.6609 5.0155
H 0.8229 0.6983 4.7547
C 3.6749 -0.1773 -0.0377
O 2.7110 0.5712 -0.0456
N 4.9102 0.2040 -0.1253
N 3.5239 -1.4428 0.1282
H 5.1638 1.1642 -0.3091
H 5.6424 -0.4814 -0.0057
H 4.3257 -2.0447 0.2510
H 2.5472 -1.6976 0.0934
C -2.2259 2.1886 1.1438
O -1.0097 2.1563 0.8482
N -2.7659 1.5244 2.1454
N -3.1214 2.8966 0.5137
H -3.7166 1.6716 2.4529
H -2.2739 0.7873 2.6299
H -2.8462 3.4978 -0.2499
H -4.1024 2.7572 0.7096
C 2.8569 3.4659 1.9361
O 2.0819 2.7656 1.2804
N 4.0577 3.7579 1.4994
N 2.6366 3.9646 3.1192
H 4.7181 4.2367 2.0950
H 4.2675 3.3256 0.6110
H 3.4078 4.5167 3.4667
H 1.7525 3.7705 3.5671

The expectation value of S² is 6.01. Its net charge is +1. The LUMO energy (alpha / beta) is -2.063 / -2.063 eV. As for the spin multiplicity: 5.

Entry 5:
This record from the OMol25 dataset describes a 2-piece molecular cluster, C6H17NSi overall. The level of theory is ωB97M-V/def2-TZVPD.

Geometry (Å):
C -2.9166 0.0251 -0.2062
C 2.1069 1.1145 -0.7899
C 0.4126 2.0556 0.7920
C 1.5926 -2.1470 1.4038
C -1.8308 -0.6967 0.5897
C 0.6219 1.1883 -0.4448
N -0.2385 -1.2253 -1.8182
Si -0.1214 -0.5571 -0.2312
H -2.6873 1.0826 -0.3158
H -3.0117 -0.4052 -1.1995
H -3.8799 -0.0604 0.2973
H 2.6641 0.6918 0.0419
H 2.2762 0.4853 -1.6585
H 2.5061 2.1049 -1.0037
H -0.6404 2.1194 1.0531
H 0.7811 3.0670 0.6237
H 0.9484 1.6356 1.6400
H 1.0266 -2.3255 2.3012
H 1.7437 -3.0254 0.8025
H 2.4855 -1.5659 1.5603
H -2.0954 -1.7488 0.6795
H -1.7995 -0.2988 1.6015
H 0.1086 1.6674 -1.2868
H -0.5066 -2.1941 -1.9182
H 0.4537 -0.9875 -2.5136

The expectation value of S² is 2.00. Its net charge is 0. The LUMO energy (alpha / beta) is 0.998 / -1.100 eV. As for the spin multiplicity: 3.

Entry 6:
This record from the OMol25 dataset describes an isolated ion of composition C4H2ClO2 and charge -1. The level of theory is ωB97M-V/def2-TZVPD.

Geometry (Å):
C -1.0332 0.2127 -0.4188
C -1.6963 -0.5614 0.2820
C 0.5387 -0.0628 -0.4814
C 1.2155 0.3894 0.5369
O -2.3769 -1.1964 1.0512
O 0.9000 -0.6107 -1.5847
Cl 2.9831 0.1367 0.6319
H -1.2142 0.6818 -1.3479
H 0.6833 1.0107 1.3308

Its net charge is -1. The LUMO energy is 3.865 eV. Its relative energy (zero: lowest compared OMol25 entry of this formula, charge and spin) is 38.14 kcal/mol.

Entry 7:
This record from the OMol25 dataset describes a 5-piece molecular cluster, C24H62BFN4O5S overall. The level of theory is ωB97M-V/def2-TZVPD.

Geometry (Å):
O 3.4185 1.5995 2.5345
C 3.4899 0.2277 2.1431
C 2.6478 -0.1101 0.9017
B 1.9884 -1.5452 0.9476
C 2.4821 -2.6713 -0.0470
C 3.1826 -3.8737 0.6304
C 2.6731 -5.2224 0.1797
F 2.7021 -5.3036 -1.2164
C 0.7528 -1.7457 1.8897
C 0.2573 -3.1492 2.2480
C 0.9004 -3.8476 3.4734
S 2.4049 -3.0882 4.1700
H 2.4995 1.8828 2.4534
H 3.2139 -0.4098 2.9921
H 4.5458 0.0504 1.9283
H 3.2397 0.0205 -0.0071
H 1.8259 0.6236 0.8528
H 3.1637 -2.2339 -0.7813
H 1.6192 -3.0398 -0.6216
H 4.2525 -3.8294 0.4110
H 3.0951 -3.8406 1.7205
H 1.6371 -5.3957 0.4872
H 3.2968 -6.0343 0.5625
H 0.8304 -1.1135 2.7827
H -0.0527 -1.2900 1.2851
H 0.3741 -3.7997 1.3755
H -0.8208 -3.1002 2.4318
H 1.1849 -4.8693 3.2180
H 0.1743 -3.9316 4.2794
H 1.8551 -2.5773 5.2766
C -5.2531 -1.2768 0.7625
C -4.0825 -0.5828 1.4512
C -2.8976 -0.2809 0.5307
O -2.1180 -1.4071 0.1742
C -2.6103 -2.1867 -0.8968
N -3.6973 -1.3587 2.6320
H -5.0570 -2.3396 0.6148
H -6.1451 -1.1995 1.3836
H -5.4684 -0.8292 -0.2100
H -4.4357 0.3893 1.8103
H -2.2130 0.3804 1.0692
H -3.2295 0.2470 -0.3742
H -3.0855 -1.5571 -1.6565
H -3.3289 -2.9400 -0.5651
H -1.7574 -2.6957 -1.3453
H -3.0316 -0.8329 3.1891
H -3.2009 -2.1905 2.3247
C 7.0263 0.6967 -3.9753
C 7.1909 0.3010 -2.5118
C 6.1092 -0.6519 -1.9924
O 4.8501 -0.0514 -1.7696
C 4.0296 0.1066 -2.9134
N 7.3186 1.5118 -1.7002
H 6.2495 1.4527 -4.0946
H 7.9557 1.1239 -4.3500
H 6.7651 -0.1631 -4.5949
H 8.1349 -0.2476 -2.4214
H 6.4273 -1.0247 -1.0148
H 6.0010 -1.5173 -2.6613
H 4.1608 -0.7303 -3.6080
H 4.2113 1.0446 -3.4375
H 2.9954 0.1193 -2.5692
H 7.5799 1.2681 -0.7506
H 6.4034 1.9468 -1.6256
C 0.1535 1.3871 -3.5410
C 0.7319 2.6091 -4.2480
C -0.1742 3.1975 -5.3332
O -0.2455 2.4353 -6.5216
C -1.1782 1.3742 -6.5114
N 2.0726 2.2859 -4.7405
H 0.2525 0.4903 -4.1542
H 0.6930 1.2054 -2.6114
H -0.9032 1.5252 -3.3035
H 0.8478 3.3993 -3.4983
H 0.2380 4.1636 -5.6347
H -1.1844 3.3723 -4.9377
H -2.0849 1.6515 -5.9630
H -0.7673 0.4627 -6.0701
H -1.4441 1.1681 -7.5472
H 2.5320 3.1292 -5.0692
H 1.9766 1.6965 -5.5632
C -7.2307 3.8486 5.2146
C -5.7327 3.6920 4.9760
C -5.3512 3.4199 3.5176
O -5.6418 2.1124 3.0612
C -6.9753 1.8902 2.6472
N -5.2030 2.6900 5.9008
H -7.7321 2.8804 5.2318
H -7.4037 4.3180 6.1820
H -7.6972 4.4638 4.4431
H -5.2564 4.6453 5.2295
H -4.2667 3.5204 3.4261
H -5.8140 4.1609 2.8512
H -7.3892 2.7777 2.1574
H -7.6261 1.6103 3.4785
H -6.9589 1.0688 1.9311
H -4.1892 2.6854 5.8677
H -5.4912 1.7689 5.5837

Its net charge is 0. The LUMO energy is 0.342 eV.

Entry 8:
This record from the OMol25 dataset describes an isolated molecule of HNO2S. The level of theory is ωB97M-V/def2-TZVPD.

Geometry (Å):
N -0.5136 1.0258 -0.7084
O 0.0222 -0.8837 1.4157
O 1.5632 -0.8789 -0.4971
S 0.3197 -0.5251 0.0515
H -1.3916 1.2620 -0.2617

Its net charge is 0. The LUMO energy (alpha / beta) is -2.396 / -2.400 eV. Its relative energy (zero: lowest compared OMol25 entry of this formula, charge and spin) is 49.51 kcal/mol.